{
  "formula": "C45H58BO40",
  "method": "ωB97M-V/def2-TZVPD",
  "symbols": ["H", "H", "C", "C", "H", "H", "O", "C", "C", "O", "C", "C", "H", "C", "H", "H", "C", "C", "C", "O", "O", "O", "H", "O", "C", "H", "C", "H", "H", "O", "O", "H", "O", "O", "H", "H", "O", "H", "O", "O", "H", "H", "O", "C", "O", "H", "B", "H", "H", "C", "C", "O", "H", "H", "O", "C", "H", "H", "C", "C", "O", "H", "H", "C", "H", "H", "H", "C", "C", "C", "O", "C", "C", "O", "H", "H", "C", "H", "H", "C", "C", "H", "C", "C", "C", "H", "C", "H", "H", "O", "O", "C", "H", "C", "C", "H", "H", "H", "O", "C", "H", "O", "O", "H", "C", "C", "H", "O", "O", "H", "O", "H", "H", "H", "H", "O", "C", "O", "C", "C", "H", "C", "O", "C", "H", "O", "O", "O", "O", "O", "H", "H", "C", "O", "H", "H", "H", "H", "O", "O", "H", "O", "C", "C"],
  "positions_angstrom": [[-0.4794, -2.2649, -3.5340], [-0.4594, 1.2377, 7.5120], [1.9415, 2.5202, 1.3871], [0.5550, -7.5612, -8.7443], [-1.8582, 12.2621, 7.2611], [1.5668, -1.4554, 0.5073], [0.1560, 6.1622, -4.4647], [-0.9954, -11.7261, -5.9189], [4.5450, -4.2899, -6.9000], [-1.4159, -0.5437, 11.1637], [1.6280, 0.4792, 2.5207], [6.8336, 1.1074, -3.9784], [7.0196, 2.0880, -3.5344], [-0.7299, 11.0046, 5.8905], [-0.8495, 2.4459, -4.4208], [-0.1252, 12.1651, 7.6281], [-4.4092, 2.6010, -1.3465], [-1.2970, -0.2060, 9.8574], [-1.7281, -10.6364, -7.7466], [-5.5437, -2.2246, 2.7943], [2.8757, -2.3647, 1.9625], [-1.1415, 11.5611, 4.6360], [3.8138, 2.8230, 0.3991], [-0.7736, -11.9816, -4.7818], [-0.9485, 12.9013, 4.6933], [-1.5395, -1.3966, -4.6648], [-1.1695, 1.2562, 6.6970], [7.7677, 0.7167, -4.3768], [-1.6169, 2.2599, 11.1412], [3.3948, -1.5840, -0.2206], [5.0233, -3.0344, -6.7656], [-2.6555, 1.4523, -0.7538], [-0.6883, 0.6817, -1.0815], [-0.6423, 13.2965, 5.9580], [-4.4249, -1.6583, 1.1270], [2.7829, -4.1263, -0.3548], [3.3843, -4.4504, -6.2214], [6.4299, 0.3285, -1.9821], [-2.0141, -1.0906, -1.4991], [-0.7630, 1.0364, 9.7206], [0.2995, 10.6535, 5.8009], [-2.1786, 1.3319, 7.1056], [-5.7594, 2.2696, -1.0096], [4.0055, -2.2462, -6.1320], [5.8571, 1.2441, -5.0125], [-2.6798, -10.4855, -8.2506], [2.5441, -1.4756, -1.4551], [0.0207, -0.2607, 5.6936], [-4.0462, 6.4010, 4.3016], [-1.2051, 1.9871, 4.5724], [-1.0444, -11.9150, -8.1643], [5.0732, -5.1492, -7.5359], [-3.3422, -1.2701, -3.0656], [3.6727, -7.8318, -8.6367], [-1.2826, 8.0094, 6.4413], [-5.1779, -2.3108, 4.0974], [-2.2266, 6.2005, 2.7337], [-1.2784, 5.1818, 3.8316], [3.2121, 2.1639, 1.0151], [2.0638, -8.3400, -7.2652], [-1.3447, 7.1789, 4.3510], [-1.2321, 0.6261, 12.8754], [-1.6514, -0.7520, 6.0207], [3.7000, 0.9385, 1.4009], [2.9454, -6.4357, -7.8295], [-2.7334, -2.2221, 2.7360], [1.0602, -3.7017, 0.2671], [-4.6257, -1.3358, 2.1444], [-1.7464, 7.2609, 5.6371], [2.7455, -7.4204, -8.2468], [0.6757, -8.0572, -7.4855], [-5.7262, 1.2172, -0.1540], [2.0005, -3.3754, -0.2051], [-0.3535, -12.2990, -6.9742], [-2.8581, -0.4815, 3.0528], [2.2462, -9.3958, -7.4798], [2.4404, -2.1247, 0.6425], [-4.3382, 2.9316, -2.3804], [-1.1020, -9.7577, -7.9012], [-0.8596, 12.1808, 6.8260], [4.6424, 0.9489, -4.4668], [1.9805, -0.3906, -1.3698], [6.1601, 0.1520, -3.0204], [-1.2467, -1.4931, -3.6209], [-1.0969, -0.1432, -1.8335], [-2.2122, 2.8331, -3.3522], [2.8972, 0.1170, 2.1485], [2.3425, -8.1365, -6.2343], [0.2871, 0.0769, 12.1423], [3.6015, 1.1236, -5.0150], [-1.6153, -0.8978, 8.9469], [-0.1654, 5.1256, -3.9804], [3.5669, -3.4863, -4.3986], [-1.9695, 6.0229, 3.7753], [-0.2681, 3.3874, -2.5512], [1.0226, -0.2208, 3.0924], [-0.3489, -11.7712, -8.9883], [0.3302, 2.5089, -2.3269], [-4.4741, 0.6972, -0.0694], [-0.7211, 0.4401, 11.9338], [-5.0542, -0.3359, 2.1224], [1.6571, -2.6900, -1.3978], [-0.9332, 2.3793, 5.8330], [-0.7669, 3.7192, -1.6376], [1.1331, 1.7121, 2.1403], [-3.6792, 1.3044, -1.0940], [-3.6708, 0.6491, -1.9674], [-1.0344, 13.6359, 3.7641], [-6.6661, 0.8056, 0.4435], [4.6926, 0.5897, 1.1419], [-0.4859, -7.3867, -9.2949], [-3.4614, 4.7900, 4.7607], [1.5559, 3.4834, 1.0561], [-2.6084, -2.7959, -2.5293], [0.1179, 1.9706, 2.4201], [-1.3059, 4.4540, -4.2968], [-1.0118, 0.0872, 5.7603], [-3.9716, -1.7178, 4.3074], [3.3631, -1.2684, 2.5847], [-3.4109, -1.4154, 3.0249], [4.4396, -1.5134, -5.4595], [-3.1802, 5.8347, 4.6514], [-1.9195, -10.8283, -6.3421], [-0.7272, 1.6398, 11.0161], [0.1566, 2.2631, 11.1291], [-2.7437, 6.3829, 5.8999], [1.7633, -7.2964, -9.2860], [-5.8251, -2.8328, 4.9467], [-0.7181, -0.2623, -3.1254], [-1.3906, 0.6532, 4.4943], [-4.0701, 3.4067, -0.6922], [3.4324, -1.7267, -6.9016], [3.1904, -3.2838, -5.4020], [0.5484, 4.4569, -3.0460], [-1.7525, -12.7026, -8.4320], [-1.3618, 10.1688, 6.1741], [2.1377, -3.0244, -5.3348], [3.2819, -1.4496, -2.4310], [-1.2758, 2.7242, 3.6346], [4.7788, 0.4230, -3.2361], [6.3572, -0.8944, -3.2637], [4.1391, -1.3496, 3.5167], [-1.2299, 3.1607, -3.6889], [-2.4219, -1.7389, -2.7036]],
  "mulliken_charge": [0.1746, 0.3803, -0.7066, 0.6960, 0.2718, 0.0971, -0.5487, 0.6583, 0.6741, -0.3468, -0.2114, -0.4106, 0.2838, 0.0087, 0.2143, 0.2952, -0.2001, 0.6041, 0.0933, -0.3810, -0.3802, -0.2945, 0.3829, -0.5225, 0.6347, 0.3610, -0.3171, 0.3040, 0.2645, -0.6760, -0.3721, 0.0917, -0.2442, -0.3251, 0.1866, 0.2754, -0.2969, 0.3200, -0.0737, -0.2445, 0.2249, 0.1962, -0.4048, 0.4652, -0.3825, 0.3260, 1.3866, 0.2518, 0.2861, 0.3817, -0.3477, -0.5501, 0.2210, 0.3827, -0.5990, 0.5613, 0.2855, 0.0353, -0.8463, -0.3597, -0.3434, 0.3089, 0.3968, -0.1424, -0.0234, 0.1848, 0.2899, 0.0129, 0.6699, -0.0120, -0.3393, 0.5107, -0.6504, -0.3406, -0.0505, 0.2306, 0.2001, 0.3564, -0.0995, -0.3384, 0.4692, -0.4815, -0.3380, -0.3816, 0.2255, -0.1194, 0.3854, 0.3380, 0.2604, -0.5413, -0.4758, 0.5400, 0.2653, 0.0664, 0.1326, 0.5326, 0.3034, 0.0578, -0.1624, -0.3701, 0.1390, -0.4531, -0.3749, 0.1149, -0.1911, 0.3477, -0.3225, -0.5357, -0.5386, 0.4348, -0.5611, 0.2231, 0.4496, 0.3857, 0.4757, -0.3889, -0.3750, -0.3052, 0.0214, 0.2030, -0.4972, -0.3044, -0.3405, -0.3624, 0.3240, -0.3437, -0.3653, -0.5574, -0.2104, 0.0685, 0.2423, 0.2665, -0.1327, -0.3822, 0.2649, 0.0761, 0.0958, -0.4533, -0.5200, 0.0808, 0.2412, -0.6334, 0.3108, -0.3793],
  "charge": -1,
  "e_homo_ev": -5.1,
  "multiplicity": 1,
  "molar_mass_g_mol": 1249.73
}